--- a ---
A cluster of 2 separate species, C5H11O in total, computed with wB97M-V/def2-TZVPD.

The charge is +1. The LUMO energy (spin up / spin down) is -5.968 / -5.860 eV. Its multiplicity is 1. For the HOMO energy (spin up / spin down), the calculation gives -14.5 / -14.0 eV. The value obtained for the frontier orbital gap (spin up / spin down) is 8.6 / 8.2 eV.

Positions of all 17 atoms, in Å:
C 2.1338 -0.5361 -1.3652
C -1.1551 -0.6646 1.4025
C -0.6380 1.5930 -0.4788
C 0.2678 -0.3427 0.8621
C 0.2181 0.3926 -0.4585
O 1.0441 0.1985 -1.4260
H 2.6407 -0.6852 -2.3037
H 2.1215 -1.3882 -0.6377
H -1.9322 -0.7785 0.5083
H -1.4875 0.2254 1.9096
H -1.2310 -1.6246 2.0455
H -0.7845 1.9422 -1.4941
H -1.5511 1.3171 0.0521
H -0.0877 2.3542 0.0512
H 1.0127 0.4197 1.4431
H 0.9190 -1.2394 0.7904
H -1.4906 -1.1835 -0.9007

Atomic partial charges in e from the Mulliken method, atoms 1 to 8: -0.3062, -1.0921, -1.0131, -0.2241, 0.4176, -0.1688, 0.3174, 0.2740

***

--- b ---
The ion C5H11O with charge +1, computed with wB97M-V/def2-TZVPD.

The charge is +1. The LUMO energy (spin up / spin down) is -4.529 / -4.542 eV. Its multiplicity is 1. For the HOMO energy (spin up / spin down), the calculation gives -13.4 / -13.4 eV. The value obtained for the frontier orbital gap (spin up / spin down) is 8.8 / 8.8 eV.

Positions of all 17 atoms, in Å:
C 0.2595 0.4540 0.8835
C 0.7671 -0.9305 -0.6311
C -0.8821 0.4676 1.7873
C -0.0023 -2.1182 -0.6026
C 0.3660 1.6600 -1.1374
O -0.0057 0.3728 -0.5621
H 1.2124 0.9333 1.1537
H 1.7984 -0.9612 -1.0831
H -0.8165 0.8185 2.8060
H -1.4877 -0.5141 1.7218
H -1.5827 1.1287 1.3049
H 0.1688 -2.8805 -1.3793
H -1.1105 -1.7496 -0.7438
H 0.1896 -2.7759 0.2885
H 1.0274 1.6790 -2.0058
H -0.6256 2.0917 -1.4759
H 0.7237 2.3243 -0.3247

Atomic partial charges in e from the Mulliken method, atoms 1 to 8: -0.1292, 0.1737, -1.1232, -1.0788, -0.6063, -0.0472, 0.6060, 0.4102

***

Which of them is least stable? Easy: a.

***

--- a ---
A structure of composition C17H14Br2N3O7Ti, computed with wB97M-V/def2-TZVPD.

The charge is -1. The LUMO energy (spin up / spin down) is 1.927 / 1.927 eV. Its multiplicity is 3. For the HOMO energy (spin up / spin down), the calculation gives -2.5 / -5.7 eV. The value obtained for the frontier orbital gap (spin up / spin down) is 4.4 / 7.6 eV.

Positions of all 44 atoms, in Å:
Ti -0.0187 -1.1027 -0.4611
N -0.5026 -1.5261 1.7501
C 0.2161 -2.6864 2.2787
C 0.7080 -3.5911 1.1449
O 1.2643 -4.6505 1.4375
N 0.4858 -3.0746 -0.0650
C 0.9555 -3.8137 -1.2234
C 1.4583 -2.8195 -2.2694
O 2.3054 -3.1352 -3.0859
O 0.9048 -1.6427 -2.1804
H -0.4089 -0.6911 2.3158
H -1.4949 -1.7106 1.6542
H -0.3811 -3.2884 2.9665
H 1.0928 -2.3493 2.8363
H 0.1235 -4.3621 -1.6809
H 1.7336 -4.5326 -0.9699
O 5.7085 1.5650 -0.4765
C 4.4522 1.0829 -0.3431
C 4.1218 0.0785 0.5625
C 2.8138 -0.3422 0.6127
N 1.8402 0.1637 -0.1560
C 2.1778 1.1140 -1.0222
Br 0.8608 1.8020 -2.1726
C 3.4609 1.6131 -1.1510
H 6.3029 1.0759 0.1024
H 4.8659 -0.3776 1.2025
H 2.5205 -1.1370 1.2877
H 3.6913 2.3798 -1.8742
Br -0.6082 3.1027 1.5561
C -2.3374 3.1497 0.7328
C -3.0432 4.3146 0.9312
C -4.3311 4.4750 0.4233
C -4.9035 3.4122 -0.2883
C -4.2130 2.2480 -0.4938
C -2.8798 2.0496 -0.0078
C -2.2254 0.8371 -0.2932
O -2.8986 -0.1123 -0.9615
O -0.9992 0.5917 0.0465
H -2.5793 5.1105 1.4992
H -4.8693 5.3988 0.5864
H -5.9070 3.5057 -0.6872
H -4.6625 1.4365 -1.0480
O -2.7127 -2.1948 -1.7980
C -2.0877 -1.3665 -1.2178

Atomic partial charges in e from the Mulliken method, atoms 1 to 8: -0.2484, -0.2727, -0.6674, 0.5306, -0.7720, 0.1908, -0.5405, 0.4753

***

--- b ---
A structure of composition C17H14Br2N3O7Ti, computed with wB97M-V/def2-TZVPD.

The charge is -1. The LUMO energy (spin up / spin down) is 2.005 / 2.003 eV. Its multiplicity is 3. For the HOMO energy (spin up / spin down), the calculation gives -3.4 / -5.5 eV. The value obtained for the frontier orbital gap (spin up / spin down) is 5.4 / 7.5 eV.

Positions of all 44 atoms, in Å:
Ti 0.3504 0.8842 -0.7811
N -2.7647 -0.6369 -2.0173
C -3.1483 0.7596 -1.8180
C -2.1612 1.7204 -2.4947
O -2.6151 2.4883 -3.3486
N -0.8690 1.6961 -2.1065
C -0.0031 2.6172 -2.8387
C 1.3053 1.8673 -3.1078
O 1.9896 2.0513 -4.0917
O 1.5587 0.9958 -2.1640
H -2.6742 -0.8179 -3.0107
H -3.4900 -1.2512 -1.6646
H -3.1771 0.9787 -0.7481
H -4.1314 0.9804 -2.2438
H 0.2239 3.5078 -2.2366
H -0.4689 2.9413 -3.7673
O 0.8246 -5.1140 -0.1050
C 0.5956 -3.7980 -0.3329
C 1.1187 -3.1075 -1.4220
C 0.8621 -1.7694 -1.5628
N 0.1193 -1.0411 -0.6831
C -0.4307 -1.7585 0.3214
Br -1.6646 -0.8731 1.4486
C -0.2220 -3.0996 0.5413
H 1.4489 -5.4399 -0.7612
H 1.7375 -3.6103 -2.1550
H 1.2734 -1.2209 -2.3970
H -0.6837 -3.5988 1.3798
Br 2.3588 2.6512 0.2317
C 1.4533 0.5529 2.1593
C 1.7729 -0.5408 3.0087
C 1.3427 -0.5504 4.3124
C 0.5802 0.5061 4.8265
C 0.1712 1.5251 3.9799
C 0.5461 1.5400 2.6457
C -0.2707 2.3534 1.6921
O -0.8114 3.3936 1.9906
O -0.4638 1.7277 0.5409
H 2.3871 -1.3406 2.6141
H 1.6076 -1.3809 4.9564
H 0.2682 0.4957 5.8628
H -0.4932 2.3075 4.3251
O 2.5846 -0.1944 0.1307
C 2.0626 0.6028 0.8902

Atomic partial charges in e from the Mulliken method, atoms 1 to 8: 0.0362, -0.4268, -0.5770, 0.4708, -0.7334, 0.1249, -0.6086, 0.5236

***

Which of them is least stable? Easy: b.

***

--- a ---
The ion CH3Br2ClP with charge +1, computed with wB97M-V/def2-TZVPD.

The charge is +1. The LUMO energy is -5.431 eV. Its multiplicity is 1. For the HOMO energy, the calculation gives -16.0 eV. The value obtained for the frontier orbital gap is 10.6 eV.

Positions of all 8 atoms, in Å:
C 0.1385 0.4255 0.9822
P -0.0834 -0.4374 -0.6280
Cl -0.2535 0.9329 -2.1693
Br 1.6319 -1.6029 -1.1031
Br -1.9911 -1.3860 -0.7518
H 0.2669 -0.1839 1.8020
H -0.7562 1.2062 1.2071
H 1.0469 1.0457 0.6608

Now the Mulliken charges, all in e: -0.8250, 0.7884, -0.0868, 0.0490, 0.0225, 0.3730, 0.3447, 0.3342

***

--- b ---
The ion CH3Br2ClP with charge +1, computed with wB97M-V/def2-TZVPD.

The charge is +1. The LUMO energy is -5.624 eV. Its multiplicity is 1. For the HOMO energy, the calculation gives -15.9 eV. The value obtained for the frontier orbital gap is 10.3 eV.

Positions of all 8 atoms, in Å:
C -0.1764 1.1365 -0.0949
P 0.0638 -0.8418 0.0749
Cl -0.7955 -1.6547 -1.4940
Br 2.2190 -1.1940 -0.0573
Br -0.6693 -1.8095 1.8836
H -0.0503 1.5539 0.9060
H -1.1855 1.3158 -0.4514
H 0.5942 1.4938 -0.7668

Now the Mulliken charges, all in e: -0.8474, 0.7687, -0.0489, 0.0284, 0.0403, 0.3452, 0.3474, 0.3662

***

Which of them is least stable? Easy: a.

***

--- a ---
A structure of composition C2H2LiLuO2, computed with wB97M-V/def2-TZVPD.

The charge is +2. The LUMO energy is -10.316 eV. Its multiplicity is 1. For the HOMO energy, the calculation gives -17.2 eV. The value obtained for the frontier orbital gap is 6.9 eV.

Positions of all 8 atoms, in Å:
C -0.6708 0.3481 0.4100
C -0.7639 -0.5308 -0.6669
O 0.1114 -1.4533 -0.8742
O 0.4634 0.3379 1.2240
H -1.3530 1.1845 0.0026
Lu 1.8491 -4.7279 -1.0604
Li -0.2823 -2.7624 0.4200
H -1.7052 -0.5138 -1.2489

Now the Mulliken charges, all in e: 0.2737, 0.0325, -0.5322, -0.2780, 0.2760, 1.0959, 0.7288, 0.4033

***

--- b ---
A structure of composition C2H2LiLuO2, computed with wB97M-V/def2-TZVPD.

The charge is +2. The LUMO energy (spin up / spin down) is -12.364 / -12.341 eV. Its multiplicity is 1. For the HOMO energy (spin up / spin down), the calculation gives -17.5 / -17.5 eV. The value obtained for the frontier orbital gap (spin up / spin down) is 5.1 / 5.1 eV.

Positions of all 8 atoms, in Å:
C -0.9625 -1.2713 -0.4564
C 0.3324 -0.6156 -0.1650
O 0.4918 0.6620 -0.5939
O -1.8703 -0.5485 -1.0047
H 0.9028 -1.4215 -0.7823
Lu -0.4977 2.2695 1.3247
Li 1.0986 1.7168 0.7510
H 0.5049 -0.7915 0.9266

Now the Mulliken charges, all in e: 0.4303, 0.0541, -0.6916, -0.0785, 0.2988, 0.4251, 1.2701, 0.2918

***

Which of them is least stable? Easy: b.

***

--- a ---
A structure of composition C9H19N3O3, computed with wB97M-V/def2-TZVPD.

The charge is 0. The LUMO energy is 0.431 eV. Its multiplicity is 1. For the HOMO energy, the calculation gives -9.0 eV. The value obtained for the frontier orbital gap is 9.5 eV.

Positions of all 34 atoms, in Å:
C 0.2394 -0.3994 -0.4639
C -1.2028 -0.8415 -0.1919
C 1.3169 -1.3125 0.1653
C 2.6635 -1.2316 -0.4616
C 3.3700 0.1282 -0.7929
C 3.8963 0.6735 0.5828
C -3.5403 -0.2091 -0.1045
C -4.4224 1.0710 -0.2545
C -3.9183 -0.9620 1.1979
H 0.8549 1.2372 0.8556
H 0.5841 1.7406 -1.1098
H 0.4689 -0.2009 -1.5436
H 1.0345 -2.3074 -0.1263
H 1.2786 -1.1233 1.3282
H 2.4361 -1.6928 -1.4582
H 3.3065 -1.9211 0.0476
H 4.2407 0.0529 -1.5057
H 2.4923 0.8229 -1.2303
H 4.3750 -0.1186 1.0586
H 2.8815 0.9920 0.9917
H 3.9502 2.7499 0.4199
H 5.4323 1.8978 -0.3268
H -1.9134 1.1905 -0.0534
H -3.6596 -0.9160 -0.9949
H -3.3132 -1.8993 1.2938
H -4.9453 -1.2811 1.3997
H -3.5121 -0.2919 2.0114
H -6.0600 -0.0147 -0.2494
N 0.3374 1.0015 -0.0899
N 4.7021 1.8498 0.5692
N -2.1273 0.1705 -0.2210
O -1.5569 -1.9956 -0.2113
O -3.9666 2.2220 -0.0834
O -5.7231 0.9187 -0.4481

Atomic partial charges in e from the Mulliken method, atoms 1 to 8: 0.1162, -0.1742, -0.3902, -1.0332, -0.1642, -0.6355, 0.0280, 0.6741

***

--- b ---
An isolated molecule of C9H19N3O3, computed with wB97M-V/def2-TZVPD.

The charge is 0. Its SMILES is C[C@H](NC(=O)[C@@H](N)CCCCN)C(=O)O. The LUMO energy is 0.281 eV. Its multiplicity is 1. For the HOMO energy, the calculation gives -9.8 eV. The value obtained for the frontier orbital gap is 10.1 eV.

Positions of all 34 atoms, in Å:
C -3.9511 1.5265 -0.9780
C -3.7655 0.5811 0.1808
N -2.3988 0.5996 0.5506
C -1.5103 0.0339 -0.2561
O -1.8663 -0.7484 -1.1283
C -0.0256 0.2900 0.1147
N -0.0468 0.6460 1.4911
C 0.8634 -1.0197 -0.1145
C 2.3520 -0.8832 -0.4130
C 3.3289 -0.6507 0.7621
C 4.7656 -0.3706 0.2954
N 4.9712 0.5535 -0.8199
C -4.6147 -0.6693 0.1931
O -5.5116 -1.0430 1.0091
O -3.9975 -1.6607 -0.5865
H -3.6937 2.5342 -0.6430
H -3.4195 1.3038 -1.9990
H -4.9384 1.5714 -1.3085
H -4.2745 1.1710 1.0272
H -1.9739 0.8231 1.4396
H 0.2551 1.2050 -0.4794
H 0.6516 1.4732 1.7013
H 0.2338 -0.1703 1.8893
H 0.2292 -1.7252 0.5343
H 0.4184 -1.3484 -1.0962
H 2.8741 -1.6030 -0.9882
H 2.4208 0.0098 -1.1412
H 3.4054 -1.6751 1.4858
H 2.9476 0.2387 1.3773
H 5.2256 -0.0442 1.2665
H 5.4840 -1.2730 0.0699
H 4.2817 1.4165 -0.8077
H 4.4711 0.1268 -1.5652
H -3.1910 -1.2193 -1.0633

Atomic partial charges in e from the Mulliken method, atoms 1 to 8: -1.3646, 0.1738, -0.0957, -0.0414, -0.6959, 0.3634, -0.6322, -1.1636

***

Which of them is least stable? Easy: a.